# 1
This record from the OMol25 dataset describes a cluster of 10 separate species, C28H60O14S6 in total. The level of theory is wB97M-V/def2-TZVPD.

```
108
Properties=species:S:1:pos:R:3:mulliken_charge:R:1
C -21.217 10.070 -21.767 -1.149
S -20.350 11.402 -20.863 0.557
O -21.167 12.684 -21.045 -0.513
C -20.528 10.864 -19.116 -0.576
H -20.588 9.183 -21.687 0.424
H -21.386 10.223 -22.833 0.351
H -22.166 9.882 -21.264 0.331
H -19.911 10.015 -18.822 0.461
H -21.536 10.578 -18.814 0.452
H -20.253 11.703 -18.478 -0.244
C -18.652 16.240 -20.462 0.171
S -18.689 15.749 -18.737 0.496
O -19.256 16.979 -18.017 -0.327
C -20.051 14.502 -18.774 -0.911
H -19.693 16.353 -20.765 -0.250
H -18.203 15.437 -21.046 -0.222
H -18.038 17.122 -20.644 -0.041
H -19.603 13.631 -19.253 0.450
H -20.925 14.849 -19.324 -0.096
H -20.487 14.209 -17.819 0.381
C -18.691 10.510 -15.793 -0.886
S -17.078 11.317 -16.322 0.411
O -17.124 11.126 -17.856 -0.590
C -17.672 13.091 -16.095 -0.348
H -18.678 10.692 -14.718 0.393
H -18.616 9.424 -15.853 0.355
H -19.625 10.883 -16.215 0.172
H -18.579 13.130 -16.697 -0.239
H -16.992 13.802 -16.565 0.290
H -17.808 13.226 -15.022 0.472
C -19.894 19.008 -22.316 -0.096
S -18.212 19.400 -23.064 0.449
O -17.192 18.268 -22.833 -0.519
C -18.805 19.123 -24.775 -0.924
H -19.950 19.018 -21.228 -0.356
H -20.058 17.958 -22.560 -0.052
H -20.655 19.655 -22.751 0.604
H -19.685 19.738 -24.965 0.398
H -19.154 18.100 -24.916 0.121
H -18.021 19.352 -25.496 0.380
C -21.688 16.723 -16.102 -0.438
S -22.330 15.875 -14.574 0.419
O -23.555 15.197 -15.156 -0.650
C -21.034 14.566 -14.334 -0.410
H -20.646 17.039 -16.146 0.095
H -22.214 17.678 -16.119 0.472
H -21.684 16.065 -16.970 -0.022
H -20.132 14.924 -14.830 -0.156
H -21.260 13.713 -14.974 0.268
H -20.775 14.363 -13.295 0.418
C -18.169 20.314 -19.070 -0.231
S -16.608 21.129 -19.494 0.368
O -15.781 20.946 -18.213 -0.622
C -15.830 19.893 -20.641 -0.661
H -18.696 21.065 -18.481 0.430
H -18.100 19.397 -18.484 -0.008
H -18.836 20.214 -19.926 -0.039
H -16.212 18.896 -20.421 0.037
H -14.768 19.918 -20.400 0.447
H -15.951 20.131 -21.698 0.297
O -15.547 14.454 -24.783 -0.609
C -16.675 14.386 -24.360 0.424
O -17.607 15.276 -24.729 -0.357
C -18.824 15.106 -24.038 0.279
C -18.793 13.666 -23.435 0.235
C -17.277 13.500 -23.264 -0.407
H -19.659 15.192 -24.733 0.408
H -18.944 15.828 -23.231 -0.369
H -19.178 12.857 -24.056 0.443
H -19.210 13.688 -22.428 -0.455
H -16.976 12.455 -23.341 0.410
H -16.993 13.938 -22.307 0.083
O -22.469 21.144 -20.873 -0.625
C -22.660 20.400 -19.940 0.486
O -21.784 20.358 -18.904 -0.327
C -22.124 19.291 -18.024 -0.270
C -23.005 18.350 -18.781 0.215
C -23.800 19.340 -19.679 -0.683
H -22.606 19.809 -17.195 0.296
H -21.212 18.824 -17.650 0.000
H -23.638 17.729 -18.147 0.659
H -22.578 17.672 -19.520 -0.237
H -24.521 20.014 -19.216 0.338
H -24.213 18.896 -20.585 0.274
O -21.812 15.754 -22.478 -0.607
C -22.826 15.385 -21.906 0.319
O -23.025 15.561 -20.605 0.112
C -24.105 14.834 -20.052 -0.467
C -24.456 13.905 -21.259 -0.535
C -23.917 14.596 -22.485 -0.537
H -24.966 15.487 -19.910 0.349
H -23.890 14.230 -19.170 0.287
H -25.539 13.826 -21.352 0.450
H -23.985 12.965 -20.970 0.035
H -24.661 15.330 -22.793 0.336
H -23.594 13.954 -23.305 0.311
O -15.508 14.997 -14.143 -0.617
C -15.738 16.097 -14.597 0.437
O -16.750 16.275 -15.498 -0.190
C -16.830 17.601 -15.955 0.299
C -15.792 18.426 -15.165 -0.562
C -14.987 17.374 -14.460 -0.471
H -17.860 17.950 -15.876 -0.054
H -16.677 17.548 -17.033 -0.044
H -16.319 19.167 -14.564 0.317
H -15.235 19.114 -15.800 0.271
H -14.964 17.669 -13.411 0.240
H -13.924 17.294 -14.691 0.318
```

For the HOMO-LUMO gap, the calculation gives 0.31715 hartree. The calculation puts the LUMO energy at 0.0009 hartree. For the HOMO energy, the calculation gives -8.61 eV. As for the charge: 0. The value obtained for the electronic energy is -4545.13038 Eh. The molar mass is 813.18 g/mol.

=====

# 2
This record from the OMol25 dataset describes the molecule C7H13N. The level of theory is wB97M-V/def2-TZVPD.

```
21
Properties=species:S:1:pos:R:3:nbo_charge:R:1
C 1.021 -2.847 -1.086 -0.389
C 0.993 -1.521 -1.103 -0.183
C 0.576 -0.743 0.109 0.125
N 1.519 -0.881 1.158 -0.829
C -0.361 0.201 0.016 -0.050
C -1.221 0.305 -1.242 -0.646
C -0.729 1.131 1.156 -0.417
C -0.626 2.609 0.753 -0.600
H 1.052 -3.379 -0.137 0.178
H 1.422 -3.496 -1.857 0.201
H 1.054 -0.900 -1.987 0.208
H 1.462 -0.351 2.010 0.376
H 1.665 -1.864 1.342 0.368
H -1.798 -0.613 -1.353 0.218
H -0.626 0.414 -2.143 0.213
H -2.017 1.026 -1.055 0.214
H 0.135 1.014 1.810 0.190
H -1.656 0.918 1.686 0.210
H -0.916 3.211 1.600 0.206
H 0.361 2.884 0.380 0.208
H -1.311 2.881 -0.056 0.198
```

For the HOMO-LUMO gap, the calculation gives 0.32438 hartree. The calculation puts the LUMO energy at 0.0368 hartree. For the HOMO energy, the calculation gives -7.83 eV. As for the charge: 0. The value obtained for the electronic energy is -329.21102 Eh. The SMILES is C=C/C(N)=C(\C)CC. The molar mass is 111.19 g/mol.

=====

# 3
This record from the OMol25 dataset describes a structure of composition C12H24ClInNO4. The level of theory is wB97M-V/def2-TZVPD.

```
43
Properties=species:S:1:pos:R:3:mulliken_charge:R:1
C -1.783 2.276 -1.631 -1.356
C -0.784 2.175 -0.472 0.570
N -1.050 1.171 0.516 -0.354
In -0.398 -0.801 0.112 0.764
C -1.912 -2.366 -0.365 -1.036
C -3.431 -2.056 -0.358 -0.658
C -3.868 -0.657 0.026 -0.033
Cl -3.906 -0.499 1.823 -0.231
C 0.981 -0.658 -1.700 -1.115
C 2.384 -1.034 -1.438 0.441
O 2.828 -1.534 -0.493 -0.427
O 3.303 -0.797 -2.549 -0.395
C 3.469 0.521 -2.824 0.595
C 3.561 1.461 -1.649 -0.599
O 3.533 0.911 -3.928 -0.545
C 0.716 -1.517 1.949 -1.502
C 1.486 -0.403 2.626 0.492
C 0.784 0.101 3.904 -1.293
O 1.743 0.694 1.730 -0.490
H -2.741 2.660 -1.302 0.366
H -1.406 3.024 -2.335 0.509
H -1.878 1.351 -2.196 0.170
H 0.218 2.094 -0.880 -0.742
H -0.807 3.157 0.027 0.452
H -1.959 1.277 0.944 0.157
H -1.672 -2.771 -1.346 0.333
H -1.745 -3.196 0.313 0.376
H -3.865 -2.283 -1.331 0.289
H -3.922 -2.734 0.332 0.295
H -3.305 0.138 -0.440 -0.218
H -4.897 -0.528 -0.285 0.420
H 0.619 -1.371 -2.441 0.403
H 0.901 0.304 -2.192 0.396
H 2.556 1.817 -1.439 -0.064
H 3.917 0.994 -0.744 0.294
H 4.157 2.320 -1.915 0.370
H -0.071 -1.881 2.601 0.425
H 1.355 -2.346 1.684 0.383
H 2.463 -0.812 2.899 0.371
H 0.691 1.180 3.879 0.294
H 1.410 -0.173 4.753 0.359
H -0.178 -0.370 4.045 0.279
H 2.504 1.161 2.094 0.257
```

For the HOMO-LUMO gap, the calculation gives 0.24763 hartree. The calculation puts the LUMO energy at 0.1030 hartree. For the HOMO energy, the calculation gives -3.94 eV. As for the charge: -1. The value obtained for the electronic energy is -1477.67227 Eh. The molar mass is 396.60 g/mol.

=====

# 4
This record from the OMol25 dataset describes the molecule C4H5NO. The level of theory is wB97M-V/def2-TZVPD.

```
11
Properties=species:S:1:pos:R:3:nbo_charge:R:1
C 1.104 -0.603 -0.520 0.007
N 1.174 0.671 -0.646 -0.082
O -0.067 1.235 -0.434 -0.351
C -1.045 0.239 0.028 0.052
C -0.685 -0.403 1.311 -0.446
C -0.286 -1.061 0.098 -0.304
H 1.920 -1.261 -0.788 0.212
H -2.095 0.396 -0.254 0.220
H -0.011 0.141 1.952 0.231
H -1.354 -0.948 1.902 0.227
H -0.681 -1.942 -0.325 0.233
```

For the HOMO-LUMO gap, the calculation gives 0.38618 hartree. The calculation puts the LUMO energy at 0.0380 hartree. For the HOMO energy, the calculation gives -9.48 eV. As for the charge: 0. The value obtained for the electronic energy is -285.29427 Eh. The SMILES is C1=NO[C@@H]2C[C@H]12. The molar mass is 83.09 g/mol.

=====

# 5
This record from the OMol25 dataset describes a structure of composition C23H15N6O9STi. The level of theory is wB97M-V/def2-TZVPD.

```
55
Properties=species:S:1:pos:R:3:nbo_charge:R:1
Ti -0.285 0.616 0.856 1.663
N 3.709 3.314 1.730 -0.796
C 2.539 2.615 1.622 0.299
S 2.363 1.420 2.903 0.091
N 1.787 2.941 0.635 -0.408
N 0.549 2.393 0.375 -0.344
C -0.212 3.215 -0.276 0.215
C -1.570 3.062 -0.724 -0.218
C -2.131 4.166 -1.388 -0.125
C -3.412 4.147 -1.882 -0.274
C -4.181 2.992 -1.722 -0.172
C -3.666 1.893 -1.076 -0.229
C -2.358 1.892 -0.563 0.396
O -1.899 0.819 0.034 -0.680
H 4.243 3.211 2.573 0.397
H 3.774 4.185 1.230 0.395
H 0.247 4.174 -0.506 0.204
H -1.524 5.056 -1.510 0.205
H -3.819 5.013 -2.386 0.212
H -5.191 2.958 -2.113 0.211
H -4.251 0.992 -0.943 0.220
O -2.917 -3.524 5.754 -0.733
C -2.369 -3.994 4.746 0.739
O -2.089 -5.153 4.401 -0.743
C -1.919 -2.902 3.701 -0.021
C -1.416 -3.276 2.461 -0.225
C -0.999 -2.306 1.571 0.071
N -1.060 -1.007 1.876 -0.493
C -1.561 -0.637 3.068 0.091
C -2.008 -1.546 4.003 -0.195
C -1.549 0.859 3.303 0.772
O -2.124 1.366 4.233 -0.570
O -0.856 1.493 2.386 -0.704
H -1.338 -4.328 2.224 0.253
H -0.591 -2.548 0.599 0.212
H -2.416 -1.219 4.948 0.271
O 0.067 0.968 -2.247 -0.605
C 0.549 -0.037 -1.764 0.790
O 0.424 -0.380 -0.508 -0.717
C 1.367 -0.996 -2.582 -0.128
C 2.235 -1.868 -1.925 -0.130
C 3.018 -2.745 -2.651 -0.193
C 2.913 -2.751 -4.036 0.013
C 2.047 -1.894 -4.701 -0.195
C 1.280 -1.010 -3.968 -0.167
N 3.732 -3.675 -4.808 0.529
O 3.604 -3.680 -6.019 -0.385
O 4.504 -4.398 -4.208 -0.378
H 2.276 -1.844 -0.843 0.248
H 3.704 -3.426 -2.169 0.246
H 1.997 -1.936 -5.779 0.245
H 0.606 -0.323 -4.461 0.239
N 1.949 -1.106 2.008 -0.667
C 1.510 0.053 1.879 -0.075
H 2.723 -1.304 2.638 0.344
```

For the HOMO-LUMO gap, the calculation gives 0.23515 hartree. The calculation puts the LUMO energy at 0.0291 hartree. For the HOMO energy, the calculation gives -5.61 eV. As for the charge: -1. The value obtained for the electronic energy is -3138.97145 Eh. The molar mass is 599.34 g/mol.

=====

# 6
This record from the OMol25 dataset describes the molecule C4H2F2O. The level of theory is wB97M-V/def2-TZVPD.

```
9
Properties=species:S:1:pos:R:3:nbo_charge:R:1
C 0.397 1.106 -1.206 -0.188
C -0.629 0.441 -0.733 -0.161
C -1.458 -0.416 -0.150 0.169
C 0.953 0.569 -0.035 0.761
O 1.852 -0.333 -0.088 -0.625
F -2.464 -0.186 0.602 -0.297
F 0.796 1.211 1.251 -0.343
H -1.443 -1.501 -0.309 0.169
H 1.995 -0.891 0.669 0.516
```

For the HOMO-LUMO gap, the calculation gives 0.31750 hartree. The calculation puts the LUMO energy at 0.0009 hartree. For the HOMO energy, the calculation gives -8.61 eV. As for the charge: 0. The value obtained for the electronic energy is -428.38988 Eh. The molar mass is 104.05 g/mol.